Entry 1:
{
  "formula": "C18H29Cl5GaN2O3Si2Te",
  "method": "wB97M-V/def2-TZVPD",
  "symbols": ["Ga", "Cl", "C", "C", "Cl", "C", "Cl", "C", "O", "C", "Cl", "C", "Cl", "C", "C", "N", "O", "C", "C", "N", "O", "H", "H", "H", "H", "H", "H", "H", "C", "Si", "C", "C", "C", "Te", "C", "Si", "C", "C", "C", "H", "H", "H", "H", "H", "H", "H", "H", "H", "H", "H", "H", "H", "H", "H", "H", "H", "H", "H", "H", "H", "H"],
  "coordinates": [[2.0452, 0.6822, -1.1962], [8.4286, -2.3998, 0.7157], [6.7963, -1.9533, 0.4321], [6.4890, -0.6690, -0.0013], [7.7247, 0.4951, -0.2547], [5.1645, -0.3341, -0.2370], [4.7084, 1.2529, -0.7392], [4.1059, -1.2341, -0.0765], [2.8639, -0.8922, -0.3593], [4.4377, -2.5049, 0.4033], [3.1503, -3.6023, 0.7210], [5.7602, -2.8670, 0.6412], [6.1228, -4.4471, 1.1964], [2.3412, 5.3773, 0.7463], [2.0294, 4.0540, 0.1140], [2.7541, 3.4973, -0.7729], [3.8515, 4.2638, -1.0622], [0.7781, 3.3240, 0.4644], [-0.4352, 4.1194, 0.8314], [0.8358, 2.0480, 0.4176], [-0.3834, 1.4144, 0.7080], [3.4125, 5.4549, 0.9128], [1.8161, 5.5020, 1.6914], [2.0595, 6.1949, 0.0776], [4.3054, 3.7819, -1.7589], [-0.5170, 5.0077, 0.2051], [-0.3616, 4.4458, 1.8721], [-1.3299, 3.5144, 0.7370], [-2.3985, -2.7973, -1.8192], [-1.1718, -3.3415, -0.4838], [0.0740, -4.4863, -1.2362], [-2.0995, -4.1201, 0.9300], [-0.1873, -1.8270, 0.2662], [-0.9374, -0.0408, -0.5351], [-2.6406, -0.1405, 0.7331], [-4.2331, 0.7187, 0.0846], [-3.7751, 1.6701, -1.4644], [-5.4857, -0.6020, -0.2929], [-4.7547, 1.8585, 1.4593], [-1.9425, -2.8210, -2.8128], [-2.8278, -1.8011, -1.6805], [-3.2503, -3.4820, -1.8352], [-0.4248, -5.3215, -1.7391], [0.7262, -4.9039, -0.4666], [0.7081, -3.9764, -1.9660], [-2.5711, -5.0556, 0.6099], [-2.8856, -3.4802, 1.3394], [-1.4101, -4.3641, 1.7456], [0.8751, -1.9051, 0.0232], [-0.3208, -1.7617, 1.3459], [-2.2891, 0.3598, 1.6391], [-2.8123, -1.1937, 0.9557], [-3.3813, 1.0133, -2.2462], [-3.0219, 2.4388, -1.2557], [-4.6493, 2.1757, -1.8840], [-5.1417, -1.2885, -1.0713], [-6.4189, -0.1480, -0.6457], [-5.7264, -1.1861, 0.6006], [-3.9709, 2.5898, 1.6774], [-4.9380, 1.2865, 2.3741], [-5.6706, 2.4069, 1.2211]],
  "forces_ev_per_angstrom": [[0.4, -0.4, -0.1], [0.0, 0.0, 0.0], [0.0, -0.1, 0.0], [0.0, 0.1, 0.0], [0.0, 0.0, 0.0], [-0.1, -0.2, 0.0], [0.2, 0.2, -0.1], [-0.1, 0.3, 0.0], [-0.1, 0.1, 0.1], [0.0, -0.1, 0.1], [-0.1, -0.1, -0.1], [0.0, 0.0, 0.0], [0.0, 0.0, 0.0], [-0.1, -0.1, 0.0], [-0.2, 0.0, 0.2], [-0.3, 0.1, 0.0], [0.2, 0.1, -0.1], [-0.1, 0.0, 0.1], [0.1, 0.0, 0.0], [0.0, -0.1, 0.0], [0.3, 0.0, -0.1], [0.0, 0.0, 0.0], [0.0, 0.0, 0.0], [0.0, 0.0, 0.0], [0.1, 0.0, -0.2], [0.1, 0.0, 0.0], [0.0, 0.0, 0.0], [-0.1, 0.0, 0.0], [0.2, 0.1, 0.0], [-0.1, 0.1, 0.0], [0.1, -0.1, 0.0], [0.1, -0.1, 0.2], [0.0, -0.1, -0.4], [-0.5, -0.3, 0.4], [-0.2, 0.2, -0.3], [0.3, 0.0, 0.0], [0.0, 0.0, 0.0], [-0.2, 0.0, 0.0], [-0.1, 0.0, 0.0], [0.0, 0.0, 0.1], [-0.1, 0.0, 0.0], [0.1, 0.0, 0.0], [0.0, 0.1, 0.0], [0.0, 0.0, 0.0], [0.0, 0.0, 0.0], [0.0, 0.1, 0.0], [0.0, 0.0, 0.0], [-0.1, 0.0, -0.1], [0.0, 0.0, 0.1], [0.0, 0.0, 0.0], [0.1, -0.1, 0.0], [0.1, 0.0, 0.0], [0.0, 0.0, 0.0], [0.0, 0.0, 0.0], [0.1, 0.0, 0.0], [0.0, 0.0, 0.1], [0.1, -0.1, 0.0], [0.0, 0.0, -0.1], [0.0, 0.0, 0.0], [0.0, 0.1, 0.0], [0.1, 0.0, 0.0]],
  "energy_ha": -6110.994751,
  "charge": 1,
  "mol_weight_g_mol": 752.2
}


Entry 2:
{
  "formula": "C18H29ClNO2P2Pm",
  "method": "wB97M-V/def2-TZVPD",
  "symbols": ["Pm", "P", "C", "C", "N", "C", "C", "C", "C", "C", "P", "H", "H", "H", "H", "H", "H", "H", "H", "O", "H", "H", "O", "H", "C", "H", "H", "H", "C", "H", "H", "H", "C", "H", "H", "H", "C", "H", "H", "H", "Cl", "C", "C", "C", "C", "C", "C", "C", "H", "H", "H", "H", "H", "H"],
  "coordinates": [[-1.2846, 0.3006, 0.0414], [0.7761, 0.4918, 2.0872], [0.9514, 2.2403, 1.6021], [1.2637, 2.5010, 0.1511], [0.6761, 1.7366, -0.7912], [1.1529, 1.8321, -2.0522], [2.0145, 2.8386, -2.4216], [2.4319, 3.7517, -1.4943], [2.0760, 3.5599, -0.1891], [0.7865, 0.8196, -3.0897], [-0.6874, -0.1842, -2.7070], [2.3951, 4.2309, 0.5847], [2.3775, 2.8783, -3.4270], [3.0328, 4.5811, -1.7767], [0.6080, 1.3811, -4.0224], [1.5899, 0.0632, -3.1969], [-0.0190, 2.7085, 1.8734], [1.8094, 2.5993, 2.1930], [-3.9498, 1.8551, -0.3095], [-3.0439, 1.9224, 0.0877], [-3.0146, 2.7958, 0.5257], [-4.2649, -0.8135, -1.1819], [-4.2118, 0.1298, -1.4302], [-5.0671, 0.2364, -1.8967], [-1.8480, 0.8590, -3.6891], [-1.5232, 0.7828, -4.7407], [-2.8764, 0.5060, -3.5237], [-1.7413, 1.8843, -3.3122], [-0.4071, -1.3864, -4.0793], [-1.1895, -2.1608, -4.0352], [-0.4327, -0.8581, -5.0511], [0.5860, -1.8365, -3.9081], [2.5231, 0.2029, 2.5860], [2.7136, 0.8799, 3.4322], [2.6773, -0.8430, 2.8804], [3.1664, 0.4750, 1.7445], [0.2868, 0.7910, 3.8430], [-0.0477, -0.1695, 4.2587], [1.1508, 1.1944, 4.3878], [-0.5296, 1.5226, 3.8200], [-2.3043, -2.3022, 3.3309], [-0.9266, -3.0367, 2.6790], [-0.1210, -3.8107, 3.4999], [1.1529, -4.1755, 3.0947], [1.5688, -3.8455, 1.8119], [0.7048, -3.2401, 0.9004], [-0.6206, -2.8770, 1.2935], [-1.4783, -2.2419, 0.3231], [-0.4816, -4.1556, 4.4568], [1.8094, -4.7582, 3.7307], [2.5757, -4.1359, 1.4951], [0.9933, -3.0989, -0.1622], [-1.2346, -2.2615, -0.7702], [-2.5450, -2.3602, 0.5430]],
  "forces_ev_per_angstrom": [[0.1, -1.5, 0.3], [1.0, -0.1, 1.7], [-0.2, 0.5, -0.3], [-0.6, 0.3, 0.1], [0.7, -0.9, 0.0], [-0.1, 0.0, 0.1], [0.1, -0.2, -0.3], [0.0, 0.1, -0.1], [-0.1, 0.0, 0.7], [0.2, 0.0, 0.4], [0.0, 0.4, -2.8], [0.3, 0.1, 0.2], [0.0, 0.1, -0.5], [0.5, 0.5, -0.2], [0.3, -0.7, 0.1], [0.0, 0.7, -0.1], [0.7, 0.3, 0.1], [-0.7, 0.5, 0.0], [1.0, -0.3, 0.3], [-1.0, 1.2, 0.2], [0.0, -0.4, -0.2], [0.0, 0.4, 0.0], [-0.7, -0.9, -0.1], [0.6, 0.2, 0.1], [-0.4, 0.1, 0.7], [-0.4, 0.3, 0.5], [0.3, 0.3, -0.4], [-0.3, 0.0, -0.3], [0.1, -0.9, 0.7], [0.4, 0.2, -0.3], [0.1, -0.3, 0.6], [-0.5, -0.1, -0.3], [0.3, -0.4, -0.9], [0.1, -0.4, -0.5], [0.1, 0.3, -0.1], [0.2, -0.3, 0.2], [-0.9, -0.1, -0.5], [0.0, 0.4, 0.2], [-0.6, -0.1, -0.1], [0.0, -0.3, 0.5], [-1.2, 0.5, 0.3], [0.9, -0.7, -1.5], [0.3, 0.0, 0.2], [-0.1, -0.1, -0.4], [0.5, 0.0, -0.7], [-0.5, -0.2, 0.2], [1.8, 0.2, 0.2], [-1.1, 1.8, -0.1], [-0.1, 0.4, 0.2], [-0.2, 0.1, 0.1], [-0.4, 0.1, 0.0], [-0.1, -0.1, 0.8], [0.0, -0.6, 0.9], [0.0, -0.1, -0.3]],
  "spin_multiplicity": 5,
  "energy_ha": -2659.245104,
  "charge": 2,
  "mol_weight_g_mol": 533.8,
  "s_squared": 6.26
}


Entry 3:
{
  "formula": "C18H29F4N7O2STl",
  "method": "wB97M-V/def2-TZVPD",
  "symbols": ["Tl", "C", "C", "N", "C", "C", "C", "C", "N", "C", "C", "F", "C", "F", "C", "C", "F", "C", "F", "H", "H", "H", "H", "H", "H", "H", "H", "H", "H", "H", "H", "H", "H", "H", "N", "N", "C", "N", "S", "H", "H", "H", "H", "H", "C", "N", "C", "C", "N", "H", "H", "H", "H", "H", "H", "C", "C", "O", "O", "H", "H", "H"],
  "coordinates": [[0.2790, 1.0351, -2.0538], [-0.2548, -1.1134, 3.8529], [-0.1858, -0.9462, 2.3354], [0.4773, 0.2446, 1.8104], [1.9114, 0.1894, 1.6618], [2.7646, -0.0026, 2.9033], [-0.0240, 1.4967, 2.3677], [-0.0658, 2.6596, 1.3830], [-1.0667, 2.4006, 0.3735], [-1.6036, 3.3926, -0.3310], [-2.7569, 3.0689, -1.1057], [-3.2332, 1.8371, -1.0399], [-3.3873, 3.9956, -1.8983], [-4.4528, 3.6244, -2.6071], [-2.9265, 5.2960, -1.9762], [-1.8068, 5.6517, -1.2346], [-1.3400, 6.8977, -1.3132], [-1.1603, 4.7464, -0.4323], [-0.0624, 5.1361, 0.2214], [-0.8301, -2.0082, 4.0942], [-0.7596, -0.2707, 4.3252], [0.7241, -1.2132, 4.3193], [-1.2084, -0.9230, 1.9455], [0.2850, -1.8219, 1.8784], [2.2051, 1.1432, 1.2181], [1.7986, -0.4328, -0.3130], [2.5902, 0.8386, 3.5737], [3.8234, -0.0020, 2.6431], [2.5223, -0.9072, 3.4504], [0.5272, 1.8080, 3.2661], [-1.0523, 1.3170, 2.6838], [0.9119, 2.8347, 0.9155], [-0.2890, 3.5692, 1.9479], [-3.4183, 6.0218, -2.6078], [-0.6149, -2.0194, -0.7092], [-0.6273, -2.7960, -1.8689], [0.3477, -2.6740, -2.7850], [0.1136, -3.2675, -3.9599], [1.8272, -1.8921, -2.5330], [-0.8974, -2.6062, 0.0657], [-1.2861, -1.2645, -0.8393], [-1.5381, -3.0584, -2.2193], [-0.7910, -3.6340, -4.2068], [0.8131, -3.1859, -4.6762], [3.2336, -4.2656, 0.2176], [2.9930, -3.0554, 1.0263], [3.3165, -3.1829, 2.4607], [2.5280, -2.0128, 0.4316], [2.2052, -0.7714, 0.5573], [4.2856, -4.5359, 0.2908], [2.9701, -4.0574, -0.8151], [2.6188, -5.0801, 0.5996], [3.7800, -4.1542, 2.6068], [2.4104, -3.1316, 3.0637], [4.0191, -2.4137, 2.7638], [-3.5357, 0.3956, -3.9655], [-2.1928, 0.6126, -3.3226], [-1.6506, 1.7409, -3.4075], [-1.6460, -0.3485, -2.6927], [-3.5478, 0.8451, -4.9566], [-4.2873, 0.9099, -3.3646], [-3.7828, -0.6607, -4.0193]],
  "forces_ev_per_angstrom": [[0.1, 0.2, 0.1], [0.0, 0.0, 0.0], [0.0, 0.0, 0.0], [0.0, 0.0, 0.1], [0.0, 0.1, 0.0], [0.0, -0.1, 0.0], [0.0, 0.0, 0.0], [0.0, 0.0, 0.0], [0.0, -0.1, 0.0], [0.0, 0.0, 0.0], [0.1, 0.1, 0.0], [-0.1, -0.1, 0.1], [0.0, 0.0, 0.0], [0.0, 0.0, 0.0], [0.0, 0.0, 0.0], [0.0, 0.0, 0.0], [0.0, 0.0, 0.0], [0.0, 0.0, 0.0], [0.0, 0.0, 0.0], [0.0, 0.0, 0.0], [0.0, 0.0, 0.0], [0.0, 0.0, 0.0], [0.0, 0.0, 0.0], [0.0, 0.0, 0.1], [0.0, 0.0, 0.0], [0.0, 0.0, -0.1], [0.0, 0.0, 0.0], [0.0, 0.0, 0.0], [0.0, 0.0, 0.0], [0.0, 0.0, 0.0], [0.0, 0.0, 0.0], [0.0, 0.0, 0.0], [0.0, 0.0, 0.0], [0.0, 0.0, 0.0], [0.0, 0.0, 0.0], [0.0, -0.1, 0.0], [0.2, 0.0, 0.0], [-0.1, 0.0, -0.1], [0.0, -0.1, 0.1], [0.0, 0.0, 0.0], [0.0, 0.0, 0.0], [-0.1, 0.0, 0.0], [0.0, 0.0, 0.0], [0.0, 0.0, 0.0], [-0.1, 0.0, 0.0], [0.0, -0.1, 0.1], [0.0, 0.0, 0.0], [0.1, 0.0, -0.2], [0.0, 0.0, 0.0], [0.0, 0.0, 0.0], [0.0, 0.0, 0.0], [0.0, 0.0, 0.0], [0.0, 0.0, 0.0], [0.0, 0.0, 0.0], [0.0, 0.0, 0.0], [0.0, 0.0, 0.0], [-0.1, -0.1, -0.1], [0.1, 0.1, -0.1], [-0.1, -0.1, 0.0], [0.0, 0.0, 0.0], [0.0, 0.0, 0.0], [0.0, 0.0, 0.0]],
  "energy_ha": -2206.873141,
  "charge": 1,
  "mol_weight_g_mol": 687.9
}